Entry from the Open Molecules 2025 dataset: a structure of composition H16Li4O16S2 (wB97M-V/def2-TZVPD).

As for the spin multiplicity: 2. The total energy comes out at -55509.669 eV. The frontier orbital gap (alpha / beta) is 7.382 / 5.583 eV. Its charge is +1. As for the HOMO energy (alpha / beta): -12.8 / -12.8 eV. The expectation value of S² is 0.77.

Geometry as XYZ:
```
38
Properties=species:S:1:pos:R:3:lowdin_charge:R:1
Li 8.685 20.943 -6.836 0.80
Li 8.466 19.918 -9.667 0.72
Li 5.173 19.424 -10.752 0.89
Li 7.931 22.591 -11.373 0.78
S 6.379 21.766 -8.916 0.33
O 5.354 20.976 -9.546 -0.40
O 6.894 22.861 -9.760 -0.39
O 5.636 22.400 -7.793 -0.35
O 7.507 20.975 -8.425 -0.47
S 10.058 20.712 -11.864 0.26
O 11.119 21.655 -12.205 -0.11
O 9.099 21.248 -10.890 -0.51
O 9.371 20.306 -13.100 -0.18
O 10.723 19.533 -11.312 -0.19
O 4.359 20.253 -6.457 -0.03
H 4.724 21.131 -6.572 -0.01
H 4.443 19.844 -7.318 0.01
O 2.963 22.186 -9.479 -0.04
H 3.288 23.054 -9.721 0.03
H 3.744 21.632 -9.470 -0.05
O 6.789 25.974 -9.722 -0.03
H 7.337 25.554 -9.059 -0.01
H 6.681 25.308 -10.401 0.02
O 4.508 24.716 -8.146 -0.04
H 5.033 25.161 -8.811 0.01
H 4.863 23.828 -8.114 -0.05
O 5.252 23.341 -5.487 -0.03
H 5.305 22.998 -6.379 -0.05
H 4.900 24.225 -5.591 0.06
O 9.623 19.070 -8.194 -0.07
H 10.549 18.966 -8.414 0.08
H 9.474 18.446 -7.484 0.08
O 7.887 22.365 -5.461 -0.07
H 8.291 22.776 -4.697 0.07
H 6.962 22.602 -5.400 0.00
O 8.380 24.344 -8.205 -0.03
H 8.276 23.862 -7.384 0.02
H 7.894 23.828 -8.849 -0.04
```


Entry from the Open Molecules 2025 dataset: a structure of composition C18H20BN3NiO2 (wB97M-V/def2-TZVPD).

As for the spin multiplicity: 3. The total energy comes out at -69275.972 eV. The frontier orbital gap (alpha / beta) is 5.516 / 6.542 eV. Its charge is -2. As for the HOMO energy (alpha / beta): -0.3 / -1.4 eV. The expectation value of S² is 2.01.

Geometry as XYZ:
```
45
Properties=species:S:1:pos:R:3:lowdin_charge:R:1
Ni 0.368 -0.070 0.060 0.46
O 1.679 0.867 1.457 -0.08
C 1.464 1.993 1.981 -0.38
C 2.563 2.754 2.528 -0.04
C 2.402 3.979 3.115 -0.15
C 1.133 4.580 3.234 -0.16
C 0.055 3.879 2.735 -0.10
C 0.171 2.627 2.120 -0.14
C -1.076 2.006 1.699 -0.11
N -1.179 0.897 1.100 -0.02
C -2.465 0.337 0.755 -0.21
C -2.490 -0.060 -0.721 -0.20
N -1.256 -0.750 -1.077 -0.02
C -1.168 -1.308 -2.211 -0.12
C 0.019 -1.926 -2.782 -0.14
C -0.161 -2.552 -4.023 -0.11
C 0.853 -3.181 -4.710 -0.16
C 2.132 -3.176 -4.118 -0.14
C 2.360 -2.571 -2.913 -0.04
C 1.325 -1.902 -2.159 -0.37
O 1.604 -1.373 -1.051 -0.08
H 3.542 2.298 2.438 0.10
H 3.276 4.498 3.498 0.08
H 1.008 5.549 3.701 0.07
H -0.943 4.306 2.817 0.09
H -1.991 2.565 1.956 0.11
H -3.285 1.040 0.964 0.10
H -2.611 -0.559 1.365 0.10
H -2.588 0.834 -1.344 0.11
H -3.361 -0.704 -0.893 0.11
H -2.056 -1.338 -2.864 0.12
H -1.161 -2.531 -4.451 0.09
H 0.675 -3.658 -5.666 0.07
H 2.960 -3.658 -4.630 0.08
H 3.346 -2.566 -2.463 0.10
B -1.572 -3.332 3.095 -0.48
C -0.653 -2.412 2.163 -0.23
N -0.029 -1.730 1.473 0.12
H -1.247 -4.500 2.951 -0.03
H -1.430 -2.985 4.256 -0.03
H -2.736 -3.171 2.745 -0.03
C 0.585 1.527 -1.333 -0.20
H -0.197 2.303 -1.260 -0.06
H 0.580 1.150 -2.368 -0.05
H 1.552 2.024 -1.166 -0.05
```


Entry from the Open Molecules 2025 dataset: an isolated molecule of C2H5NO2S (wB97M-V/def2-TZVPD).

The total energy comes out at -18571.446 eV. The frontier orbital gap is 8.822 eV. As for the SMILES: COC(=S)NO. Its relative energy (zero: lowest compared OMol25 entry of this formula, charge and spin) is 95.08 kcal per mole. As for the HOMO energy: -8.6 eV.

Geometry as XYZ:
```
11
Properties=species:S:1:pos:R:3:lowdin_charge:R:1
C 1.197 1.163 -1.093 -0.10
O -0.149 0.824 -0.921 -0.10
C -0.353 0.002 0.068 -0.98
S -1.541 0.133 1.218 0.66
N 0.562 -0.872 0.372 -0.09
O 1.377 -1.318 -0.627 -0.05
H 1.257 2.057 -1.703 0.07
H 2.030 0.483 -1.663 0.14
H 1.499 1.350 0.143 0.18
H 0.275 -1.437 1.108 0.09
H 0.778 -1.516 -1.432 0.16
```


Entry from the Open Molecules 2025 dataset: a structure of composition C2HFO2Rh (wB97M-V/def2-TZVPD).

As for the spin multiplicity: 5. The total energy comes out at -11895.546 eV. The frontier orbital gap (alpha / beta) is 8.165 / 7.517 eV. Its charge is +1. Its relative energy (zero: lowest compared OMol25 entry of this formula, charge and spin) is 10.89 kcal per mole. As for the HOMO energy (alpha / beta): -15.0 / -16.2 eV. The expectation value of S² is 6.02.

Geometry as XYZ:
```
7
Properties=species:S:1:pos:R:3:lowdin_charge:R:1
C 0.446 0.495 -0.308 -0.15
C -0.902 0.597 -0.191 -0.29
O -1.740 1.491 -0.070 0.21
O 1.000 -0.881 -0.181 -0.15
H 0.323 -1.442 0.327 0.16
Rh 2.304 0.605 0.174 1.33
F -1.431 -0.865 0.248 -0.10
```


Entry from the Open Molecules 2025 dataset: an isolated molecule of C2H3F3S (wB97M-V/def2-TZVPD).

The total energy comes out at -21110.032 eV. The frontier orbital gap is 10.399 eV. As for the SMILES: CSC(F)(F)F. Its relative energy (zero: lowest compared OMol25 entry of this formula, charge and spin) is 18.82 kcal per mole. As for the HOMO energy: -9.7 eV.

Geometry as XYZ:
```
9
Properties=species:S:1:pos:R:3:lowdin_charge:R:1
C -1.319 0.282 -0.275 -0.39
S 0.029 1.280 0.427 0.93
C 1.252 -0.064 0.258 -0.95
F 2.462 0.437 -0.001 0.09
F 1.343 -0.833 1.348 0.10
F 0.928 -0.842 -0.743 0.09
H -2.305 0.568 -0.113 0.01
H -1.274 -0.684 0.372 0.07
H -1.116 -0.145 -1.273 0.05
```


Entry from the Open Molecules 2025 dataset: a cluster of 2 separate species, C7H17NSi in total (wB97M-V/def2-TZVPD).

The total energy comes out at -16900.338 eV. The frontier orbital gap is 10.083 eV. As for the SMILES: C=C[Si@H](N)CC.C=CC. Its relative energy (zero: lowest compared OMol25 entry of this formula, charge and spin) is 62.36 kcal per mole. As for the HOMO energy: -9.1 eV.

Geometry as XYZ:
```
26
Properties=species:S:1:pos:R:3:lowdin_charge:R:1
C -1.416 3.208 -0.096 -0.09
C -1.736 1.996 -0.628 -0.24
Si -1.003 0.260 0.047 0.61
N -1.107 -0.756 -1.388 -0.06
C -1.880 -0.459 1.606 -0.32
C -3.179 -1.261 1.188 -0.15
H -1.895 4.090 -0.516 0.04
H -0.863 3.419 0.793 0.03
H -2.086 1.970 -1.659 0.03
H 0.526 0.740 0.276 0.00
H -0.438 -0.348 -1.978 -0.01
H -1.025 -1.687 -1.265 -0.03
H -1.200 -0.988 2.165 0.02
H -2.047 0.379 2.251 0.05
H -3.816 -0.600 0.512 0.08
H -2.853 -2.012 0.469 0.04
H -3.765 -1.573 2.070 0.07
C 2.876 -0.636 -2.210 -0.04
C 3.027 0.168 -1.184 -0.22
C 3.025 -0.458 0.279 -0.10
H 2.747 -1.680 -1.888 0.06
H 2.727 -0.364 -3.201 0.03
H 3.105 1.245 -1.246 0.09
H 2.776 -1.455 0.081 0.03
H 3.919 -0.206 0.828 0.06
H 2.168 0.107 0.755 0.02
```


Entry from the Open Molecules 2025 dataset: an isolated molecule of C8H8O3 (wB97M-V/def2-TZVPD).

The total energy comes out at -14568.021 eV. The frontier orbital gap is 8.829 eV. As for the SMILES: CC(=O)c1c(O)cccc1O. Its relative energy (zero: lowest compared OMol25 entry of this formula, charge and spin) is 16.79 kcal per mole. As for the HOMO energy: -8.6 eV.

Geometry as XYZ:
```
19
Properties=species:S:1:pos:R:3:lowdin_charge:R:1
C -2.651 -0.575 -0.058 -0.02
C -1.633 0.506 -0.015 -0.37
O -2.118 1.638 -0.087 0.04
C -0.198 0.340 -0.034 -0.03
C 0.387 -0.947 0.018 -0.24
O -0.445 -2.030 0.081 0.03
C 1.778 -1.174 -0.036 -0.04
C 2.604 -0.053 -0.079 -0.08
C 2.076 1.234 -0.047 -0.01
C 0.684 1.453 0.043 -0.26
O 0.296 2.716 0.150 0.08
H -3.651 -0.099 -0.274 0.11
H -2.370 -1.472 -0.689 0.10
H -2.757 -1.025 0.952 0.10
H 0.123 -2.789 0.212 0.11
H 2.203 -2.206 0.145 0.13
H 3.662 -0.250 -0.139 0.10
H 2.735 2.092 -0.180 0.12
H -0.725 2.641 0.036 0.12
```


Entry from the Open Molecules 2025 dataset: a cluster of 3 separate species, C3H11NO3 in total (wB97M-V/def2-TZVPD).

The total energy comes out at -10922.155 eV. The frontier orbital gap is 10.805 eV. As for the SMILES: CCC(N)=O.O.O. Its relative energy (zero: lowest compared OMol25 entry of this formula, charge and spin) is 19.61 kcal per mole. As for the HOMO energy: -10.2 eV.

Geometry as XYZ:
```
18
Properties=species:S:1:pos:R:3:lowdin_charge:R:1
C 0.605 -0.250 1.983 -0.09
C -0.123 -0.476 0.661 -0.19
C 0.384 -1.718 -0.081 -0.56
N 0.757 -1.422 -1.398 0.13
O 0.549 -2.770 0.466 0.08
H 0.390 0.735 2.314 0.06
H 0.204 -1.045 2.624 0.08
H 1.635 -0.584 1.853 0.08
H -0.067 0.414 0.032 0.09
H -1.260 -0.610 0.761 0.14
H 0.800 -0.508 -1.803 0.10
H 1.050 -2.213 -1.948 0.10
O 0.215 7.401 1.258 -0.06
H 0.824 6.927 1.831 0.03
H -0.266 6.714 0.783 0.03
O -2.078 -2.163 -2.574 -0.06
H -2.147 -2.997 -3.051 0.04
H -1.193 -2.073 -2.207 -0.02
```